(1)
This record from the OMol25 dataset describes a cluster of 3 separate species, C14H35O3P2S2 in total. The level of theory is ωB97M-V/def2-TZVPD.

For the gap between HOMO and LUMO, the calculation gives 0.241 Ha. The HOMO energy is -12.1 eV.

The geometry in ORCA input format:
```
! RIJCOSX wB97M-V def2-TZVPD def2/J DEFGRID3
* xyz 1 1
C 0.74 7.78 4.13
C -0.48 7.23 4.41
S -1.31 6.61 3.01
P -3.47 6.90 3.34
S -3.99 8.54 2.50
P -0.70 4.52 3.08
O 0.45 4.48 3.98
O -0.32 4.12 1.61
O -1.87 3.59 3.54
H 1.65 7.33 4.50
H 0.77 8.66 3.49
H -0.95 7.17 5.39
H -3.65 6.97 4.73
H -4.06 5.74 2.84
H -0.12 4.92 1.10
H -1.62 3.23 4.40
C 0.09 0.81 0.84
C 0.10 1.12 -0.65
C 0.64 -0.02 -1.50
C 2.10 -0.40 -1.22
C 3.10 0.73 -1.39
C 3.17 1.28 -2.81
H 1.09 0.62 1.23
H -0.33 1.65 1.40
H -0.53 -0.07 1.05
H 0.68 2.03 -0.83
H -0.92 1.34 -0.98
H 0.53 0.24 -2.56
H 0.01 -0.91 -1.35
H 2.37 -1.23 -1.89
H 2.18 -0.81 -0.21
H 4.09 0.36 -1.11
H 2.88 1.55 -0.69
H 3.44 0.49 -3.52
H 3.92 2.07 -2.89
H 2.21 1.70 -3.13
C 1.18 -4.06 -0.86
C 0.52 -4.49 -2.17
C -1.00 -4.49 -2.11
C -1.61 -5.46 -1.09
C -1.21 -6.93 -1.28
C -1.67 -7.51 -2.62
H 0.93 -4.74 -0.04
H 2.27 -4.06 -0.96
H 0.87 -3.06 -0.58
H 0.89 -5.48 -2.46
H 0.84 -3.81 -2.96
H -1.40 -4.72 -3.10
H -1.35 -3.48 -1.87
H -2.70 -5.38 -1.14
H -1.33 -5.15 -0.08
H -1.65 -7.51 -0.48
H -0.13 -7.04 -1.19
H -2.76 -7.45 -2.71
H -1.38 -8.55 -2.70
H -1.22 -6.98 -3.46
*
```


(2)
This record from the OMol25 dataset describes a structure of composition C14H36BN2O15P2S2. The level of theory is ωB97M-V/def2-TZVPD.

For the gap between HOMO and LUMO, the calculation gives 0.298 Ha. The HOMO energy is -6.0 eV.

The geometry in ORCA input format:
```
! RIJCOSX wB97M-V def2-TZVPD def2/J DEFGRID3
* xyz -1 1
C 0.03 -1.75 1.51
C -0.16 -3.31 1.56
B 1.17 -3.88 2.13
O 2.24 -4.17 1.30
S 1.49 -4.22 3.96
O 2.83 -3.73 4.25
O 1.39 -5.66 4.07
N 0.31 -3.57 4.87
S 0.65 -2.16 5.48
O -0.41 -1.81 6.38
O 0.93 -1.15 4.50
O 1.98 -2.27 6.48
N 3.09 -1.51 5.98
O 4.06 -1.82 6.53
H -0.12 -1.39 2.52
H -0.69 -1.31 0.83
H 1.07 -1.58 1.21
H -0.28 -3.67 0.53
H -1.00 -3.59 2.19
H 2.86 -3.43 1.29
O 0.96 1.37 0.25
P 1.93 2.46 0.42
O 2.23 2.66 1.99
C 2.55 1.50 2.78
C 3.96 1.00 2.54
O 1.03 3.80 0.12
C -0.21 3.69 -0.58
C -1.38 3.68 0.39
O 3.25 3.09 -0.22
C 3.76 4.36 0.23
C 4.94 4.19 1.17
H 1.83 0.70 2.59
H 2.43 1.78 3.83
H 4.16 0.87 1.47
H 4.12 0.05 3.05
H 4.70 1.72 2.92
H -0.23 2.80 -1.21
H -0.28 4.56 -1.24
H -1.19 3.02 1.24
H -2.30 3.36 -0.11
H -1.55 4.68 0.80
H 2.98 4.96 0.68
H 4.09 4.87 -0.67
H 4.60 3.96 2.18
H 5.50 5.12 1.23
H 5.59 3.39 0.84
O -2.68 -0.75 -1.48
P -2.87 -0.42 -2.90
O -3.58 -1.69 -3.60
C -4.73 -2.28 -2.98
C -5.98 -1.44 -3.16
O -1.37 -0.53 -3.52
C -0.22 -0.47 -2.67
C 0.31 -1.86 -2.36
O -3.32 0.75 -3.88
C -3.20 0.60 -5.31
C -4.52 0.27 -5.96
H -4.53 -2.43 -1.91
H -4.86 -3.26 -3.42
H -5.82 -0.40 -2.87
H -6.80 -1.85 -2.56
H -6.30 -1.44 -4.21
H -0.44 0.07 -1.75
H 0.54 0.11 -3.20
H -0.50 -2.55 -2.11
H 1.02 -1.82 -1.54
H 0.82 -2.28 -3.24
H -2.44 -0.14 -5.57
H -2.85 1.57 -5.67
H -4.76 -0.78 -5.86
H -4.48 0.50 -7.03
H -5.34 0.84 -5.50
*
```


(3)
This record from the OMol25 dataset describes a cluster of 2 separate species, C14H36NO4P2 in total. The level of theory is ωB97M-V/def2-TZVPD.

For the gap between HOMO and LUMO, the calculation gives 0.192 Ha. The HOMO energy is -2.8 eV.

The geometry in ORCA input format:
```
! RIJCOSX wB97M-V def2-TZVPD def2/J DEFGRID3
* xyz -1 1
C 0.43 3.79 3.14
C -1.01 3.29 2.91
O -1.05 2.16 2.07
C -1.44 2.46 0.73
C -1.54 1.21 -0.11
P -0.56 1.28 -1.78
C -1.56 2.84 -2.35
C -0.79 4.04 -2.93
O 0.32 4.47 -2.16
C -0.30 3.87 -4.38
N 1.12 3.51 -4.49
P 0.64 -0.66 -1.47
C -0.50 -1.92 -0.71
C 1.95 -0.39 -0.16
C 1.52 0.35 1.10
H 0.54 4.79 2.73
H 1.13 3.14 2.63
H 0.64 3.82 4.20
H -1.47 3.01 3.85
H -1.60 4.10 2.50
H -0.72 3.17 0.29
H -2.42 2.95 0.75
H -2.58 1.05 -0.35
H -1.24 0.40 0.55
H 0.48 2.08 -1.12
H 0.15 1.35 -3.05
H -1.59 0.40 -2.39
H -2.16 2.48 -3.18
H -2.28 3.19 -1.61
H -1.51 4.87 -2.96
H 0.20 4.19 -1.24
H -0.93 3.14 -4.88
H -0.43 4.83 -4.89
H 1.41 3.01 -3.66
H 1.22 2.86 -5.26
H -0.18 -2.92 -0.96
H -1.50 -1.76 -1.09
H -0.53 -1.78 0.37
H 2.71 0.18 -0.67
H 2.38 -1.36 0.07
H 2.37 0.44 1.77
H 0.73 -0.16 1.65
H 1.21 1.36 0.85
O 2.32 -3.98 0.84
C 1.54 -4.85 1.12
O 0.69 -4.65 2.14
C -0.40 -5.53 2.42
C 0.02 -6.71 3.28
C 1.54 -6.17 0.37
H -0.89 -5.85 1.50
H -1.12 -4.92 2.97
H 0.75 -7.33 2.77
H -0.84 -7.32 3.54
H 0.48 -6.35 4.21
H 2.29 -6.82 0.82
H 1.81 -5.97 -0.66
H 0.58 -6.68 0.37
*
```


(4)
This record from the OMol25 dataset describes a structure of composition C14H37AgBrN3O4. The level of theory is ωB97M-V/def2-TZVPD.

The expectation value of S² is 0.7583. For the gap between HOMO and LUMO (spin up / spin down), the calculation gives 0.292 / 0.141 Ha. The HOMO energy (spin up / spin down) is -11.4 / -11.3 eV.

The geometry in ORCA input format:
```
! RIJCOSX wB97M-V def2-TZVPD def2/J DEFGRID3
* xyz 1 2
Ag -1.75 2.74 -0.75
Br -1.28 -0.03 -0.55
C -0.10 -2.00 -5.41
C -0.37 -2.68 -4.04
C 0.79 -2.58 -3.05
O 1.98 -3.16 -3.57
C 2.91 -2.25 -4.10
N -1.65 -2.20 -3.52
H 0.76 -2.47 -5.89
H 0.08 -0.93 -5.26
H -1.00 -2.19 -5.99
H -0.49 -3.74 -4.29
H 0.60 -3.19 -2.16
H 0.97 -1.54 -2.73
H 2.51 -1.62 -4.91
H 3.76 -2.76 -4.52
H 3.17 -1.53 -3.32
H -1.98 -2.94 -2.89
H -1.50 -1.45 -2.84
C -2.21 -1.23 3.64
C -0.74 -1.38 3.27
C 0.07 -2.10 4.34
O 0.01 -1.27 5.49
C 1.11 -1.46 6.37
N -0.71 -2.19 2.05
H -2.81 -0.79 2.84
H -2.26 -0.51 4.47
H -2.67 -2.16 3.98
H -0.31 -0.37 3.18
H 1.08 -2.31 3.97
H -0.42 -3.03 4.62
H 0.99 -0.74 7.17
H 2.07 -1.42 5.86
H 1.04 -2.46 6.82
H 0.25 -2.40 1.75
H -1.12 -1.70 1.25
C 0.15 1.41 -3.54
O 0.16 2.28 -2.43
C 1.44 2.65 -2.00
C 1.34 3.71 -0.91
N 0.26 3.53 0.11
C 0.60 2.62 1.20
C -0.49 2.65 2.26
O -1.78 2.70 1.66
C -2.81 2.79 2.62
H -0.79 0.86 -3.59
H 1.00 0.72 -3.51
H 0.31 1.91 -4.50
H 2.01 3.10 -2.82
H 2.01 1.80 -1.60
H 1.09 4.69 -1.34
H 2.29 3.81 -0.37
H 0.23 4.45 0.54
H 1.56 2.89 1.67
H 0.75 1.58 0.88
H -0.37 3.58 2.84
H -0.39 1.79 2.92
H -2.70 3.69 3.23
H -2.87 1.92 3.29
H -3.78 2.89 2.14
*
```


Number 1: maximum force 0.0581 hartree/bohr, energy -61468.493 eV. Number 2: maximum force 0.1092 hartree/bohr, energy -89722.301 eV. Number 3: maximum force 0.0198 hartree/bohr, energy -43356.416 eV. Number 4: maximum force 0.0338 hartree/bohr, energy -101810.205 eV.